No. 1
49
Properties=species:S:1:pos:R:3:forces:R:3:lowdin_charge:R:1 method="wB97M-V/def2-TZVPD" e_tot_ha=-1488.76940 charge=0 max_force_ev_per_a=1.7 orbital_gap_ev=8.49 smiles="C#Cc1ccc(COCC)c2c1Sc1c(N)cccc1N2.CNC(C)=O"
C -6.543 2.718 1.092 -0.009 -0.378 -0.788 0.120
C -5.506 2.700 0.461 0.739 0.839 1.111 -0.101
C -4.095 2.975 0.108 -0.348 -0.161 -0.416 -0.248
C -3.763 4.148 -0.614 0.122 -0.279 0.100 -0.029
C -2.427 4.460 -0.954 -0.424 -0.869 0.624 -0.016
C -1.407 3.565 -0.563 0.515 -0.097 -0.063 -0.105
C 0.093 3.818 -0.852 -1.217 -0.688 -0.319 -0.175
O 0.700 4.134 0.390 0.521 0.057 -0.754 -0.146
C 2.114 4.029 0.341 0.833 -0.490 1.010 -0.260
C 2.646 2.558 0.220 0.131 0.540 -0.837 -0.083
C -1.710 2.369 0.147 -1.048 1.190 -0.386 -0.203
C -3.062 2.092 0.480 0.998 -0.532 -0.226 -0.369
S -3.340 0.538 1.364 0.003 0.031 -0.569 1.013
C -2.145 -0.526 0.514 0.549 0.849 -0.245 -0.375
C -2.408 -1.875 0.179 0.769 0.814 -0.061 -0.328
N -3.667 -2.444 0.539 0.853 -0.628 -0.079 0.064
C -1.386 -2.568 -0.517 0.014 0.225 0.032 -0.037
C -0.172 -1.949 -0.871 0.198 0.809 0.208 -0.068
C 0.096 -0.593 -0.526 -1.384 -0.916 0.308 -0.008
C -0.917 0.102 0.176 0.520 -0.764 -0.288 -0.256
N -0.650 1.477 0.531 -0.690 -0.023 0.093 0.038
H -7.538 2.649 1.513 0.698 0.045 -0.237 0.036
H -4.607 4.788 -0.903 0.558 -0.151 0.074 0.116
H -2.195 5.383 -1.506 -0.075 -0.564 0.330 0.115
H 0.465 2.862 -1.291 0.109 0.562 0.474 0.122
H 0.247 4.598 -1.628 -0.122 -0.080 0.553 0.129
H 2.589 4.689 -0.421 -0.537 -0.365 0.158 0.118
H 2.481 4.403 1.323 -0.475 -0.045 -0.561 0.115
H 1.884 1.812 0.501 0.345 0.497 0.166 0.048
H 2.929 2.337 -0.835 -0.103 0.050 0.670 0.071
H 3.558 2.478 0.842 -0.510 -0.187 -0.323 0.070
H -3.716 -2.545 1.552 -0.212 0.211 -0.209 0.086
H -3.694 -3.392 0.163 -0.190 0.233 0.083 0.079
H -1.545 -3.627 -0.785 0.061 0.616 0.147 0.109
H 0.633 -2.492 -1.391 -0.780 0.112 0.328 0.072
H 1.053 -0.115 -0.780 -0.641 -0.204 0.154 0.104
H -0.516 1.575 1.541 0.062 -0.136 -0.225 0.146
C 4.421 -3.484 -0.498 0.008 0.068 -0.035 -0.007
C 3.106 -4.200 -0.672 -0.253 -0.021 -0.119 -0.536
O 2.238 -3.791 -1.429 0.242 -0.085 -0.038 0.013
N 2.903 -5.335 0.047 0.224 0.247 -0.065 0.007
C 3.802 -5.975 0.989 -0.490 -0.196 -0.116 -0.076
H 4.432 -2.602 -1.134 -0.111 -0.069 -0.009 0.084
H 4.544 -3.165 0.539 0.132 -0.080 -0.010 0.086
H 5.248 -4.133 -0.791 0.053 0.033 0.144 0.085
H 2.004 -5.759 -0.119 0.034 -0.001 0.023 0.141
H 4.008 -6.989 0.642 0.178 -0.005 0.152 0.083
H 3.311 -6.028 1.962 0.210 -0.047 0.092 0.084
H 4.737 -5.433 1.088 -0.062 0.034 -0.056 0.073


No. 2
51
Properties=species:S:1:pos:R:3:forces:R:3:lowdin_charge:R:1 method="wB97M-V/def2-TZVPD" e_tot_ha=-1639.32690 charge=0 max_force_ev_per_a=1.3 orbital_gap_ev=7.27
C 3.814 -0.952 2.534 0.064 0.196 -0.379 -0.064
C 4.419 -0.057 1.455 0.125 -0.077 0.414 -0.232
H 5.425 -0.404 1.202 -0.112 0.127 0.066 0.125
H 4.491 0.980 1.803 0.032 -0.068 -0.075 0.118
O 3.713 -0.131 0.232 -0.228 0.018 -0.233 -0.028
C 2.482 0.437 0.144 -0.163 0.007 -0.206 -0.194
C 1.923 1.287 1.086 0.023 0.191 -0.113 0.026
C 0.626 1.749 0.914 0.479 0.143 -0.562 -0.164
C -0.077 1.458 -0.246 0.114 0.207 0.006 0.022
C 0.475 0.628 -1.214 0.047 -0.133 0.011 -0.166
C 1.746 0.069 -1.001 0.104 -0.129 0.056 -0.125
O 2.372 -0.806 -1.834 -0.018 0.438 0.108 -0.016
C 1.606 -1.756 -2.558 -0.149 -0.537 -0.401 -0.241
C 2.537 -2.904 -2.920 -0.172 0.401 0.212 -0.058
H 1.997 -3.653 -3.492 -0.042 -0.090 -0.078 0.075
H 3.368 -2.530 -3.511 0.105 -0.013 -0.097 0.077
H 2.935 -3.360 -2.017 0.051 -0.095 0.072 0.076
H 0.773 -2.121 -1.944 0.054 0.109 -0.046 0.123
H 1.195 -1.299 -3.466 0.034 -0.094 0.208 0.119
O -0.174 0.297 -2.371 0.429 0.034 0.094 -0.062
C -1.545 0.614 -2.502 -0.397 0.035 -0.101 -0.244
C -2.052 -0.064 -3.766 0.264 0.163 0.356 -0.055
H -1.935 -1.142 -3.682 -0.026 -0.117 -0.015 0.078
H -1.483 0.281 -4.624 0.013 0.027 -0.124 0.079
H -3.102 0.171 -3.914 -0.115 0.012 -0.042 0.076
H -2.104 0.252 -1.626 0.096 0.087 -0.045 0.114
H -1.677 1.702 -2.580 0.018 -0.100 0.086 0.128
H -1.056 1.884 -0.395 -0.124 -0.043 -0.015 0.120
C -0.021 2.470 2.039 0.131 0.118 -0.045 -0.420
O 0.471 3.396 2.647 0.170 0.021 0.040 0.091
N -1.273 2.012 2.367 -0.536 0.130 0.392 0.159
C -1.928 0.888 1.861 -0.747 0.017 -0.175 -0.168
C -3.259 0.948 1.485 0.789 0.396 0.348 -0.208
C -3.888 -0.169 0.895 0.068 -0.752 -0.233 -0.038
C -3.235 -1.342 0.638 -0.565 0.188 -0.128 -0.022
C -1.895 -1.447 1.043 0.879 0.296 0.388 -0.356
N -1.084 -2.501 0.924 -0.010 -0.750 -0.273 -0.228
S 0.327 -2.144 1.600 -1.118 0.686 -0.110 1.042
N -0.004 -0.647 2.075 0.315 0.089 0.502 -0.197
C -1.248 -0.343 1.698 0.151 -1.087 -0.082 -0.284
H -3.717 -2.174 0.152 -0.101 -0.089 -0.049 0.114
H -4.924 -0.069 0.608 -0.103 0.003 -0.031 0.111
C -4.027 2.223 1.670 0.062 -0.071 -0.024 -0.036
H -4.198 2.418 2.730 -0.070 0.106 0.053 0.088
H -4.993 2.166 1.177 -0.068 0.034 0.002 0.077
H -3.474 3.068 1.261 0.000 0.100 0.000 0.086
H -1.771 2.578 3.043 0.181 0.008 -0.087 0.156
H 2.441 1.560 1.988 0.096 -0.048 0.124 0.125
H 4.411 -0.888 3.440 0.034 -0.010 0.132 0.079
H 3.802 -1.984 2.192 0.024 -0.117 -0.012 0.076
H 2.794 -0.650 2.759 -0.087 0.037 0.109 0.046


No. 3
53
Properties=species:S:1:pos:R:3:forces:R:3:lowdin_charge:R:1 method="wB97M-V/def2-TZVPD" e_tot_ha=-2435.21387 charge=0 max_force_ev_per_a=13.8 orbital_gap_ev=7.80
C 1.832 1.984 3.601 3.099 -7.055 -2.897 -0.089
C 3.214 2.155 3.025 3.412 4.093 -1.914 -0.282
C 4.100 0.901 2.666 -9.604 0.347 -3.415 -0.100
C 3.690 0.397 1.157 0.632 -3.448 2.477 -0.113
N 2.288 -0.205 0.895 2.452 2.136 1.572 0.023
C 1.295 0.650 0.381 -1.015 -3.040 0.867 -0.614
N -0.006 0.324 0.310 3.319 -4.438 2.153 0.140
C -0.040 -1.083 0.836 -3.158 3.776 -1.211 -0.194
C 0.891 -1.782 1.528 -4.222 -2.107 -0.170 -0.548
C 2.117 -1.364 1.707 9.849 1.273 1.475 -0.362
O 3.261 -1.802 2.347 -6.656 1.450 -2.946 -0.077
S 0.241 -3.187 2.178 -2.249 -2.239 0.181 1.017
C -1.582 -2.871 1.386 9.077 4.950 -0.002 -1.058
S -2.796 -3.625 1.742 -6.166 -4.067 1.230 0.825
N -1.315 -1.647 0.791 -2.172 1.328 -0.112 -0.051
C -2.465 -0.868 0.108 2.535 -3.143 -2.669 -0.045
C -3.733 -0.544 0.635 4.020 -0.676 4.450 -0.067
C -4.609 0.126 -0.123 -1.036 -0.853 2.399 -0.097
C -4.237 0.064 -1.398 -8.557 5.055 -0.265 -0.206
C -3.173 -0.197 -1.992 7.992 -4.617 -8.679 -0.055
C -2.133 -0.933 -1.376 -7.482 4.622 6.909 -0.277
O -0.991 -1.245 -1.679 5.141 -1.898 -2.326 -0.001
C -0.709 -1.351 -3.049 -0.350 -3.525 -0.975 -0.020
H -1.566 -1.787 -3.606 0.496 -0.065 0.506 0.118
H -0.467 -0.511 -3.550 0.377 3.608 -0.859 0.032
H 0.184 -1.959 -3.220 -0.339 -0.435 0.612 0.111
H -3.181 -0.222 -3.229 0.139 0.595 3.312 0.183
H -4.938 0.605 -2.011 -0.495 -0.066 -0.683 0.124
H -5.509 0.539 0.326 0.080 -0.099 -0.665 0.124
H -3.777 -0.621 1.778 -0.264 -0.015 -1.744 0.141
S 1.848 2.109 -0.276 -1.669 2.016 -1.691 1.093
C 0.170 2.506 -1.145 -0.203 3.620 6.445 -0.276
C 0.208 2.513 -2.497 -3.351 -3.018 -10.966 -0.451
O -0.598 1.814 -3.332 4.191 3.398 4.619 0.001
O 1.089 3.354 -3.058 -1.084 0.449 8.543 -0.026
C 1.459 3.422 -4.263 -3.148 -1.084 -9.628 -0.309
C 0.410 4.239 -5.141 -1.511 1.383 13.669 -0.015
H 0.426 4.626 -5.955 1.485 3.299 -10.715 -0.082
H -0.651 4.036 -4.899 0.689 -0.461 0.002 0.074
H 0.514 5.517 -4.547 -0.510 -3.370 -1.269 0.172
H 1.042 2.441 -4.746 2.708 0.516 0.350 0.159
H 2.336 4.020 -4.452 1.036 -1.167 0.286 0.131
H -0.626 1.937 -0.724 -0.097 -0.890 -0.013 0.069
H -0.219 3.622 -0.802 1.509 -2.387 -0.796 0.192
H 4.512 -0.339 0.887 -1.512 0.357 0.227 0.141
H 3.752 1.090 0.437 0.615 3.151 -2.158 -0.008
H 4.986 1.232 2.526 6.378 1.408 -0.066 0.036
H 3.743 0.153 3.302 0.882 -1.404 1.220 0.077
H 3.957 2.726 3.710 -1.690 -0.701 -0.341 0.111
H 3.236 3.076 2.070 -0.221 -2.954 2.396 0.147
H 1.493 2.831 3.925 -2.623 4.547 1.863 0.011
H 2.022 1.203 4.343 -0.527 0.463 0.810 0.090
H 1.256 1.359 2.859 -0.199 1.383 0.602 0.082